*w*
{
  "formula": "C3H10N7",
  "method": "ωB97M-V/def2-TZVPD",
  "spin_multiplicity": 1,
  "homo_ev": -13.42,
  "charge": 1,
  "homo_lumo_gap_ha": 0.3056,
  "species": ["N", "H", "H", "N", "C", "N", "H", "H", "H", "N", "H", "H", "H", "H", "N", "N", "N", "C", "C", "H"],
  "positions_angstrom": [[-0.3236, 0.1629, -0.0088], [3.0059, -0.9525, 1.5850], [-2.6922, 0.8499, -1.1856], [-3.8347, -0.7239, 0.3167], [2.0449, 0.2685, 0.0338], [-4.2345, 0.2709, -0.1638], [3.8082, 0.5025, 1.1178], [3.7880, -0.2170, -1.1590], [-3.3441, -1.3526, 1.8899], [-3.7901, -1.6015, 1.0804], [2.4661, -1.4838, -1.2127], [1.8665, 1.3548, -0.1944], [2.4852, 0.6819, 2.2206], [-4.3101, 1.6568, -1.3952], [-3.8146, 0.8612, -1.2057], [0.7397, -0.2625, 0.2328], [-1.4934, 0.2474, 0.0022], [2.8513, 0.0366, 1.3512], [2.6680, -0.3901, -1.2132], [2.1135, 0.0905, -2.0920]]
}

***

*x*
{
  "formula": "C3H10N7",
  "method": "ωB97M-V/def2-TZVPD",
  "spin_multiplicity": 1,
  "homo_ev": -12.91,
  "smiles": "Nc1nc(=[NH2+])n(C(N)N)[nH]1",
  "charge": 1,
  "homo_lumo_gap_ha": 0.3732,
  "species": ["H", "N", "C", "H", "N", "H", "H", "C", "C", "N", "N", "H", "H", "H", "H", "H", "N", "H", "N", "N"],
  "positions_angstrom": [[2.5119, 1.6841, 1.0627], [0.0302, -0.0068, 0.2152], [-2.1330, 0.3746, -0.0350], [-0.8064, -3.1686, 0.2126], [2.0684, 1.5875, 0.1355], [0.6468, -2.6448, -0.3605], [-4.1817, 0.4265, 0.1944], [-0.6387, -1.1609, 0.0840], [1.7208, 0.3570, -0.2138], [-0.1797, -2.4136, 0.1062], [-0.9450, 0.9960, 0.1668], [-3.4282, 1.7788, -0.6545], [1.5918, 2.4445, -0.1753], [-0.9019, 1.9530, 0.5266], [2.8589, -1.2303, -0.8167], [1.6365, 0.5097, -1.3428], [-3.3396, 0.9877, -0.0074], [2.9667, -0.7743, 0.9217], [2.4822, -0.7436, 0.0169], [-1.9601, -0.9564, -0.0368]]
}

***

Quick one: least stable of them? *w*